Entry 1:
# C2H3NS2

A single C2H3NS2 molecule (wB97M-V/def2-TZVPD, the OMol25 dataset).

Atoms and positions in Å:
C -0.801 0.187 -0.243
C 1.417 0.544 0.627
N 0.220 0.825 0.152
S -1.454 -1.448 0.153
S 2.515 -0.365 -0.159
H -1.255 0.720 -1.072
H -2.473 -1.548 -0.881
H 1.832 1.085 1.423

Highest occupied orbital energy (eV): -8.5
Total charge: 0
Frontier orbital gap (eV): 8.308
Energy relative to the best compared isomer or geometry (same formula, charge and spin) (kcal per mole): 29.35

Atom charges from the Mulliken analysis, given in e for atoms 1 to 4: C 0.0248; C -0.1676; N -0.2981; S -0.1491

Entry 2:
# C4H4O3

A single C4H4O3 molecule (wB97M-V/def2-TZVPD, the OMol25 dataset).

Atoms and positions in Å:
C -0.405 0.980 -0.138
C 1.756 -0.593 0.594
C 0.956 0.124 -0.264
C -1.528 -0.071 -0.306
O -0.622 2.108 0.195
O 2.412 0.304 -0.257
O 1.071 -1.337 -0.365
H 1.773 -0.652 1.749
H -2.433 0.510 -0.017
H -1.390 -1.075 0.196
H -1.591 -0.297 -1.389

Highest occupied orbital energy (eV): -10.0
Total charge: 0
Frontier orbital gap (eV): 10.496
Energy relative to the best compared isomer or geometry (same formula, charge and spin) (kcal per mole): 117.66

Atom charges from the Mulliken analysis, given in e for atoms 1 to 4: C 0.5783; C 0.2555; C 0.2979; C -0.9295

Entry 3:
# C32H26N5PRe

A molecular structure, C32H26N5PRe (wB97M-V/def2-TZVPD, the OMol25 dataset).

Atoms and positions in Å:
Re 0.613 0.737 0.732
N -3.672 1.062 1.081
C -2.465 0.584 1.079
N -1.380 1.315 0.732
C -1.592 2.660 0.321
N -0.574 3.374 -0.031
N 0.590 2.655 0.085
C 1.726 3.276 0.060
C 2.924 2.484 0.244
C 4.183 3.034 0.187
C 5.290 2.196 0.366
C 5.071 0.852 0.590
C 3.769 0.365 0.657
N 2.695 1.148 0.499
C -2.927 3.203 0.320
C -3.198 4.526 -0.044
C -4.499 4.988 0.000
C -5.542 4.148 0.401
C -5.298 2.834 0.766
C -3.990 2.384 0.720
H -4.431 0.447 1.363
H -2.334 -0.455 1.358
H 1.755 4.357 -0.043
H 4.308 4.093 0.001
H 6.294 2.600 0.327
H 5.897 0.165 0.717
H 3.586 -0.679 0.842
H -2.390 5.173 -0.357
H -4.714 6.012 -0.274
H -6.556 4.526 0.428
H -6.106 2.184 1.080
C -3.760 -3.390 -0.628
C -3.013 -3.525 0.542
C -1.779 -2.911 0.650
C -1.288 -2.159 -0.432
C -2.047 -2.017 -1.607
C -3.279 -2.639 -1.698
P 0.321 -1.432 -0.408
C 1.167 -1.827 1.116
C 2.301 -2.634 1.232
C 2.884 -2.804 2.481
C 2.406 -2.121 3.604
C 1.293 -1.299 3.513
C 0.650 -1.178 2.271
C 1.200 -1.632 -1.918
C 1.981 -0.601 -2.464
C 2.674 -0.822 -3.639
C 2.604 -2.069 -4.258
C 1.828 -3.090 -3.721
C 1.109 -2.881 -2.557
H -4.718 -3.888 -0.712
H -3.384 -4.139 1.353
H -1.189 -3.065 1.545
H -1.670 -1.445 -2.447
H -3.859 -2.557 -2.608
H 2.709 -3.131 0.359
H 3.726 -3.478 2.589
H 2.890 -2.266 4.562
H 0.886 -0.828 4.398
H -0.380 -0.802 2.302
H 2.025 0.375 -1.994
H 3.254 -0.027 -4.088
H 3.154 -2.242 -5.174
H 1.774 -4.049 -4.219
H 0.494 -3.676 -2.153

2S+1: 4
Highest occupied orbital energy (spin up / spin down) (eV): -19.6 / -19.6
Total charge: +4
Frontier orbital gap (spin up / spin down) (eV): 5.507 / 5.455

Atom charges from the Mulliken analysis, given in e for atoms 1 to 4: Re 0.6941; N 0.2048; C -0.2380; N -0.4066

Entry 4:
# C45H41CrN2O3

A molecular structure, C45H41CrN2O3 (wB97M-V/def2-TZVPD, the OMol25 dataset).

Atoms and positions in Å:
C -6.487 1.157 -0.783
C -5.031 1.345 -1.087
C -4.447 2.602 -0.934
C -3.086 2.819 -1.154
C -2.565 4.210 -0.878
C -2.273 1.734 -1.566
N -0.927 1.952 -2.013
C 0.258 1.396 -1.675
N 1.284 2.167 -2.060
C 2.630 1.881 -1.762
C 2.923 0.519 -1.536
C 1.847 -0.450 -1.576
C 4.241 0.163 -1.208
C 5.225 1.131 -1.033
C 6.625 0.726 -0.663
C 4.880 2.478 -1.186
C 3.586 2.883 -1.525
C 3.251 4.341 -1.550
C 0.817 3.196 -2.971
C -0.659 3.025 -2.977
C -2.830 0.451 -1.661
C -1.943 -0.732 -1.894
C -4.209 0.284 -1.463
H -6.844 0.185 -1.133
H -6.683 1.213 0.296
H -7.101 1.939 -1.247
H -5.082 3.436 -0.630
H -1.548 4.216 -0.467
H -2.605 4.864 -1.763
H -3.203 4.701 -0.127
H 1.884 -1.182 -0.777
H 0.488 0.349 -1.331
H 1.672 -0.916 -2.554
H 4.474 -0.893 -1.056
H 7.300 1.587 -0.729
H 6.680 0.334 0.364
H 7.021 -0.061 -1.322
H 5.655 3.230 -1.028
H 3.961 4.899 -0.928
H 3.321 4.766 -2.561
H 2.262 4.561 -1.131
H 1.112 4.190 -2.648
H 1.207 3.048 -3.984
H -1.010 2.732 -3.974
H -1.166 3.943 -2.701
H -2.546 -1.653 -1.898
H -1.394 -0.680 -2.849
H -1.207 -0.848 -1.082
H -4.647 -0.709 -1.580
O -0.281 -6.531 4.537
C -0.391 -6.134 3.449
Cr -0.813 -5.390 1.747
C -1.087 -3.822 2.766
O -1.333 -2.943 3.489
C -2.604 -5.770 2.258
O -3.633 -5.992 2.757
C -0.179 -7.032 0.424
C 0.945 -6.368 0.931
C 1.045 -4.979 0.820
C 0.047 -4.227 0.158
C 0.099 -2.769 0.227
C 0.165 -1.674 0.784
C 0.218 -0.373 1.260
C -1.027 0.237 1.702
C -2.271 -0.384 1.420
C -3.467 0.241 1.767
C -3.469 1.443 2.471
C -2.249 1.965 2.919
C -1.050 1.371 2.539
C 1.521 0.206 1.576
C 2.619 -0.617 1.916
C 3.810 -0.061 2.383
C 3.963 1.330 2.462
C 2.953 2.151 1.972
C 1.747 1.593 1.544
C -1.102 -4.909 -0.299
C -1.202 -6.302 -0.183
H -0.262 -8.115 0.514
H 1.725 -6.921 1.456
H 1.863 -4.432 1.300
H -2.279 -1.362 0.935
H -4.406 -0.235 1.470
H -4.405 1.973 2.671
H -2.194 2.832 3.579
H -0.113 1.772 2.934
H 2.512 -1.703 1.855
H 4.609 -0.728 2.706
H 4.866 1.776 2.883
H 3.077 3.236 1.938
H 0.958 2.254 1.191
H -1.940 -4.318 -0.683
H -2.092 -6.818 -0.550

2S+1: 4
Highest occupied orbital energy (spin up / spin down) (eV): -11.7 / -11.5
Total charge: +2
Frontier orbital gap (spin up / spin down) (eV): 5.416 / 1.502

Atom charges from the Mulliken analysis, given in e for atoms 1 to 4: C -1.6905; C 0.6953; C -0.7151; C 1.5254

| no. | maximum force (eV/A) | E_tot (a.u.) |
| --- | --- | --- |
| 1 | 2.37 | -929.07055 |
| 2 | 3.35 | -380.35952 |
| 3 | 0.84 | -1926.92377 |
| 4 | 3.15 | -3118.33129 |